# C5H6N2

The molecule C5H6N2 (ωB97M-V with the def2-TZVPD basis set, the Open Molecules 2025 dataset).

Each atom is followed by the atoms it is bonded to, with distances in Å.
CARTESIAN COORDINATES (ANGSTROEM)
1 N 2.352 -1.487 1.094  C2 1.154
2 C 1.702 -0.565 0.849  N1 1.154, C3 1.468
3 C 0.802 0.551 0.534  C2 1.468, C4 1.554, N7 1.498, H8 1.104
4 C 0.236 0.718 -0.903  C3 1.554, C5 1.544, H9 1.097, H10 1.082
5 C -1.159 0.442 -0.301  C4 1.544, C6 1.466, N7 1.473, H11 1.081
6 C -1.112 -0.960 0.122  C5 1.466, N7 1.565, H12 1.101, H13 1.077
7 N -0.567 0.195 1.026  C3 1.498, C5 1.473, C6 1.565
8 H 1.257 1.482 0.916  C3 1.104
9 H 0.631 0.002 -1.634  C4 1.097
10 H 0.336 1.734 -1.261  C4 1.082
11 H -2.045 1.024 -0.510  C5 1.081
12 H -0.659 -1.585 -0.663  C6 1.101
13 H -1.775 -1.551 0.732  C6 1.077

Values from the calculation:
SMILES string   N#C[C@H]1C[C@H]2CN21

# C5H6N2

The molecule C5H6N2 (ωB97M-V with the def2-TZVPD basis set, the Open Molecules 2025 dataset).

Each atom is followed by the atoms it is bonded to, with distances in Å.
CARTESIAN COORDINATES (ANGSTROEM)
1 C -1.595 -1.221 0.376  N2 1.444, H8 1.072, H9 1.004, H10 1.157
2 N -0.299 -0.585 0.335  C1 1.444, C3 1.433, N6 1.312
3 C 0.040 0.412 -0.638  N2 1.433, C4 1.361, H11 1.168
4 C 1.235 0.970 -0.300  C3 1.361, C5 1.350, C7 1.570
5 C 1.706 0.397 0.828  C4 1.350, N6 1.768, C7 1.414
6 N 0.584 -0.902 1.251  N2 1.312, C5 1.768
7 C 2.674 1.256 0.258  C4 1.570, C5 1.414, H12 1.132, H13 1.055
8 H -2.133 -0.858 1.229  C1 1.072
9 H -2.079 -1.047 -0.486  C1 1.004
10 H -1.353 -2.338 0.555  C1 1.157
11 H -0.725 0.837 -1.411  C3 1.168
12 H 3.612 0.969 -0.307  C7 1.132
13 H 2.931 2.170 0.719  C7 1.055

Values from the calculation:
SMILES string   Cn1cc2c(n1)C2

# C5H6N2

The molecule C5H6N2 (ωB97M-V with the def2-TZVPD basis set, the Open Molecules 2025 dataset).

Each atom is followed by the atoms it is bonded to, with distances in Å.
CARTESIAN COORDINATES (ANGSTROEM)
1 N -2.131 0.070 -0.113  C2 1.345, H8 0.958, H9 1.059
2 C -0.789 0.094 -0.195  N1 1.345, C3 1.491, C7 1.374
3 C 0.087 1.294 -0.072  C2 1.491, C4 1.408, H10 1.134
4 C 1.467 1.040 -0.191  C3 1.408, N5 1.372, H11 1.072
5 N 2.210 -0.103 -0.041  C4 1.372, C6 1.395
6 C 1.309 -1.167 0.014  N5 1.395, C7 1.422, H12 1.109
7 C -0.105 -1.096 -0.112  C2 1.374, C6 1.422, H13 1.113
8 H -2.423 -0.828 -0.276  N1 0.958
9 H -2.426 0.566 0.775  N1 1.059
10 H -0.203 2.330 0.285  C3 1.134
11 H 2.050 1.931 -0.067  C4 1.072
12 H 1.766 -2.176 0.077  C6 1.109
13 H -0.813 -1.954 -0.083  C7 1.113

Values from the calculation:
SMILES string   Nc1ccncc1

# C5H6N2O

The molecule C5H6N2O (ωB97M-V with the def2-TZVPD basis set, the Open Molecules 2025 dataset).

Each atom is followed by the atoms it is bonded to, with distances in Å.
CARTESIAN COORDINATES (ANGSTROEM)
1 C 0.112 -0.547 -2.125  C2 1.356, O8 1.370, H9 1.145
2 C -1.099 -0.538 -1.515  C1 1.356, C3 1.423, H10 1.263
3 C -0.882 -0.137 -0.167  C2 1.423, N4 1.331, C7 1.496
4 N -1.395 0.244 1.000  C3 1.331, N5 1.406
5 N -0.372 0.518 1.924  N4 1.406, C6 1.365, H11 1.143
6 C 0.771 0.650 1.190  N5 1.365, C7 1.556, H12 1.050, H13 1.206
7 C 0.557 -0.444 0.104  C3 1.496, C6 1.556, O8 1.449, H14 1.182
8 O 1.132 -0.380 -1.225  C1 1.370, C7 1.449
9 H 0.605 -0.557 -3.158  C1 1.145
10 H -2.290 -0.949 -1.608  C2 1.263
11 H -0.557 1.309 2.729  N5 1.143
12 H 0.822 1.613 0.774  C6 1.050
13 H 1.882 0.784 1.640  C6 1.206
14 H 0.715 -1.566 0.438  C7 1.182

Values from the calculation:
SMILES string   C1=CC2=NNC[C@@H]2O1

What E_HOMO values result from the calculations? In sequence: -10.0 -8.1 -9.0 -7.9 eV.
What relative energy (zero: lowest compared OMol25 entry of this formula, charge and spin) values result from the calculations? In sequence: 72.1 162.9 29.5 111.8 kcal per mole.
What LUMO values result from the calculations? In sequence: 0.9 0.8 0.7 0.7 eV.